1.
42
Properties=species:S:1:pos:R:3:nbo_charge:R:1 method="wB97M-V/def2-TZVPD" charge=-2 fmax_ev_per_a=3.158
Ti -1.29 -0.39 0.05 1.239
Cl -2.25 -2.46 0.17 -0.476
Cl -3.42 0.38 0.34 -0.438
Cl 0.49 -1.70 1.00 -0.425
F 2.98 -0.69 4.96 -0.348
F -1.60 -0.08 6.04 -0.354
F 2.44 0.04 2.36 -0.363
F 0.98 -0.58 6.83 -0.342
F -2.21 0.04 3.37 -0.340
O -0.79 1.11 1.03 -0.942
C -0.82 0.99 -1.84 -0.072
C 1.23 2.49 -1.45 -0.635
C 1.25 -0.05 -1.79 -0.038
C -0.63 -0.19 5.11 0.263
C 0.27 -1.05 -2.06 -0.023
C 0.11 -0.19 2.82 -0.356
C -1.02 -0.41 -2.16 -0.269
C 0.56 -2.44 -2.43 -0.637
C 1.42 -0.17 3.23 0.241
C 1.72 -0.41 4.58 0.216
C 0.58 1.18 -1.62 -0.046
C 2.73 -0.25 -1.80 -0.631
C -0.92 -0.15 3.73 0.228
C -1.83 2.05 -2.03 -0.652
C 0.69 -0.39 5.53 0.173
C -2.23 -0.98 -2.82 -0.625
H -1.93 2.33 -3.09 0.179
H 0.04 1.51 1.34 0.494
H 3.10 -0.28 -2.84 0.188
H -2.47 -1.96 -2.38 0.244
H -2.80 1.70 -1.66 0.248
H 2.16 2.42 -0.88 0.209
H -0.23 -3.11 -2.06 0.238
H 1.47 2.92 -2.44 0.195
H 3.25 0.58 -1.31 0.207
H -3.09 -0.32 -2.69 0.223
H -1.57 2.95 -1.46 0.210
H 0.54 3.19 -0.95 0.215
H 3.02 -1.19 -1.31 0.223
H 1.52 -2.77 -2.01 0.214
H 0.62 -2.54 -3.52 0.183
H -2.05 -1.11 -3.89 0.182

=====

2.
73
Properties=species:S:1:pos:R:3:mulliken_charge:R:1 method="wB97M-V/def2-TZVPD" charge=+1 fmax_ev_per_a=4.476 e_above_lowest_kcal_mol=61.1
Bi 0.39 1.92 -4.02 0.717
P -3.42 -0.56 -3.81 0.277
P 4.31 4.31 -1.95 0.163
O -1.86 2.14 -2.01 -0.452
C 1.08 1.18 -5.99 -0.208
C -0.95 1.33 -2.08 0.227
C -1.46 -0.65 -5.88 -0.989
C 0.36 -2.51 0.96 0.589
C 0.57 -0.83 2.52 0.576
C -0.56 0.29 -1.09 -0.680
C -4.53 -1.46 -4.94 -1.169
C 1.29 -1.64 1.60 0.497
C -2.17 -2.95 1.15 -1.650
C -1.20 2.30 -6.42 -1.119
C 0.70 -3.55 -0.03 -1.493
C 1.14 0.19 3.43 -1.502
C 4.77 4.86 -3.65 -0.907
C -0.80 -1.19 2.45 0.458
C 2.75 -1.63 1.39 -1.575
C 2.58 4.16 -2.17 -0.949
C -4.51 0.83 -3.33 -1.081
C -2.23 0.43 -5.14 -0.170
C 0.08 1.65 -7.03 -0.914
C 4.78 2.51 -1.99 -0.744
C 0.88 0.05 -5.05 -0.515
C -1.89 -0.62 3.26 -1.464
C -0.93 -2.24 1.49 0.522
C -0.12 -1.07 -5.27 -0.576
C -1.55 1.78 -5.00 -0.540
H -3.95 1.55 -2.73 0.249
H 3.90 1.91 -2.26 0.072
H -4.96 1.32 -4.20 0.338
H 0.35 -1.82 -5.94 0.446
H 5.60 2.35 -2.70 0.333
H -4.94 -0.83 -5.74 0.338
H -1.96 -1.11 4.24 0.317
H -3.13 0.65 -5.76 0.413
H 3.91 5.39 -4.10 0.290
H 5.08 4.01 -4.27 0.261
H 3.17 -0.64 1.61 0.357
H 0.57 2.42 -7.64 0.405
H -0.15 -3.74 -0.70 0.341
H -1.72 0.45 3.44 0.375
H -2.15 -3.31 0.11 0.338
H 2.12 1.42 -6.21 0.580
H -1.06 3.40 -6.39 0.405
H 1.56 -3.25 -0.64 0.362
H -0.64 -0.70 -1.55 0.198
H -2.08 -1.57 -5.94 0.364
H 0.45 1.03 3.56 0.360
H -1.22 0.35 -0.21 0.366
H -0.29 -1.60 -4.32 0.185
H -5.34 -1.85 -4.30 0.424
H 3.00 -1.89 0.36 0.350
H 1.34 -0.23 4.43 0.285
H -2.86 -0.73 2.76 0.346
H 2.00 3.55 -1.46 0.453
H 5.11 2.23 -0.98 0.318
H -3.05 -2.30 1.27 0.389
H 0.49 0.45 -0.79 0.393
H 0.95 -4.50 0.46 0.331
H 5.61 5.57 -3.56 0.318
H -0.18 0.86 -7.75 0.400
H 3.25 -2.35 2.05 0.289
H -2.17 2.50 -4.44 0.746
H 1.81 -0.32 -4.59 0.633
H -1.31 -0.33 -6.93 0.153
H 2.09 0.57 3.03 0.365
H -2.32 -3.83 1.80 0.284
H -5.28 0.37 -2.69 0.436
H -2.05 2.12 -7.09 0.287
H 2.05 4.97 -2.68 0.370
H -4.00 -2.33 -5.36 0.407

=====

3.
28
Properties=species:S:1:pos:R:3:nbo_charge:R:1 method="wB97M-V/def2-TZVPD" charge=+1 fmax_ev_per_a=5.009 e_above_lowest_kcal_mol=57.3
N 0.15 -0.84 1.95 -0.720
C 0.70 0.75 -1.40 -0.078
C 2.57 2.00 0.14 -0.097
C 0.72 0.46 0.03 -0.061
C -1.41 -2.32 -0.11 -0.613
C -2.60 -0.34 0.97 -0.579
C -1.54 -0.80 0.05 -0.312
C 2.27 2.50 -1.16 -0.232
C 1.77 1.03 0.73 -0.306
C -0.20 -0.40 0.55 0.159
C 0.34 -0.23 -2.26 -0.293
C 1.23 2.02 -1.80 -0.160
H -2.38 -0.79 1.99 0.157
H -1.63 -0.42 -0.97 0.268
H 0.74 2.67 -2.59 0.247
H 0.74 -0.12 2.31 0.446
H -0.79 -0.82 2.41 0.450
H 0.67 -1.76 1.97 0.450
H 3.42 2.34 0.68 0.227
H 0.42 -0.06 -3.33 0.235
H -0.60 -2.61 -0.85 0.224
H 0.07 -1.18 -1.74 0.203
H -2.59 0.73 1.18 0.233
H 2.84 3.45 -1.47 0.244
H -1.14 -2.88 0.91 0.194
H -3.58 -0.53 0.67 0.251
H -2.32 -2.78 -0.64 0.250
H 2.13 0.93 1.78 0.215

=====

4.
86
Properties=species:S:1:pos:R:3:mulliken_charge:R:1 method="wB97M-V/def2-TZVPD" fmax_ev_per_a=5.149 smiles="C[C@H]1COC(=O)O1.C[C@H]1COC(=O)O1.CC(C)=O.CC(C)=O.CC(C)=O.CC(C)=O.CC(C)=O.CC(C)=O" e_above_lowest_kcal_mol=75.8
O -0.39 -6.23 -2.06 -0.567
O 3.53 3.90 3.05 -0.401
O 3.46 2.76 1.20 -0.342
O -0.41 4.19 -1.13 -0.585
O 5.19 2.41 2.49 -0.597
O 0.77 1.40 -6.02 -0.605
O 0.34 -1.18 -2.14 -0.472
O -0.93 -6.16 1.46 -0.575
O -0.23 -1.71 4.86 -0.605
O -1.09 1.96 -1.42 0.584
O -0.93 1.95 2.75 -0.419
O -2.08 3.62 -2.62 -0.359
C -0.58 -4.23 -3.41 -0.567
C 1.54 0.00 4.26 -0.328
C 0.35 -0.87 -0.97 0.792
C 2.12 3.32 1.45 0.389
C 0.49 -0.71 5.14 0.653
C -0.56 -1.61 0.12 -0.549
C 1.89 5.68 2.72 -1.371
C 2.17 4.07 2.76 0.734
C -2.35 -5.03 -1.75 -0.750
C 1.22 -5.32 0.76 -1.059
C 0.32 -0.30 6.56 -1.030
C -2.31 3.90 2.28 -1.123
C 0.42 -7.77 0.40 -1.138
C 2.19 0.19 -4.67 -0.697
C 1.45 2.54 -4.03 -0.599
C 1.46 0.06 -0.40 -0.698
C -1.15 3.32 -1.67 0.069
C -3.27 2.30 -4.30 -1.440
C 4.16 2.98 2.23 0.663
C -1.95 1.30 -2.32 -0.800
C -2.88 2.42 -2.85 0.598
C -1.97 2.41 2.25 0.800
C -1.06 -5.26 -2.40 0.689
C 1.55 1.45 -5.06 0.685
C 0.11 -6.43 0.93 0.924
C -3.06 1.53 1.65 -0.661
H -0.15 -2.60 0.35 -0.163
H 0.98 -4.33 1.15 0.177
H -0.56 -0.94 0.98 0.185
H -2.82 0.50 1.89 0.255
H -2.26 -5.52 -0.77 0.222
H 0.89 0.99 -0.30 -0.236
H -3.81 2.46 -2.27 0.326
H -1.56 -1.60 -0.31 0.222
H 2.60 0.37 -3.68 0.133
H -1.50 4.42 2.77 0.170
H 1.22 3.51 -4.46 0.349
H 1.45 1.05 4.54 0.012
H -2.48 0.46 -1.87 0.348
H 2.03 6.11 3.71 0.402
H 1.35 2.56 1.38 -0.413
H 3.03 -0.14 -5.29 0.387
H 1.55 -0.69 -4.64 0.145
H -1.07 -3.98 -4.35 0.378
H 1.45 -5.10 -0.29 0.303
H -0.69 -3.35 -2.77 -0.158
H 0.61 0.75 6.60 0.315
H 2.47 6.26 2.00 0.370
H -2.44 -3.96 -1.57 0.125
H 0.53 -8.47 1.23 0.424
H 2.33 0.25 -1.04 0.368
H 2.10 -5.61 1.32 0.416
H -2.90 1.82 0.61 -0.167
H 1.91 -0.25 0.54 0.492
H -2.51 4.26 1.27 0.304
H 2.58 -0.28 4.46 0.526
H 1.14 -0.29 3.29 -0.114
H 0.82 2.12 -3.25 -0.203
H -3.22 4.18 2.80 0.418
H 1.95 3.96 0.58 0.111
H 0.83 5.88 2.54 0.320
H -3.25 -5.41 -2.23 0.331
H 0.90 -0.77 7.36 0.304
H -1.40 0.91 -3.18 0.219
H -4.10 1.76 1.90 0.428
H 1.37 -7.89 -0.12 0.296
H -3.58 3.24 -4.77 0.364
H -4.17 1.70 -4.25 0.402
H -0.38 -8.17 -0.23 0.257
H 2.43 2.58 -3.55 0.403
H -0.73 -0.36 6.82 0.299
H -2.56 1.71 -4.88 0.319
H 0.49 -4.44 -3.53 0.296
H 1.57 3.45 3.44 0.093

=====

5.
79
Properties=species:S:1:pos:R:3:lowdin_spin:R:1 method="wB97M-V/def2-TZVPD" charge=+1 fmax_ev_per_a=0.305 spin_multiplicity=2 s2=0.753 e_above_lowest_kcal_mol=0.0
In -1.72 -0.07 -0.68 0.001
Br -5.05 0.44 -0.24 0.000
P -2.37 2.95 -2.37 0.000
Si 1.37 -0.52 1.27 0.144
F -2.76 1.28 -2.31 0.000
F -3.44 3.19 -1.20 0.000
F -3.49 3.13 -3.48 0.000
F -1.93 4.47 -2.37 0.000
F -1.25 2.59 -1.20 0.000
F -1.28 2.57 -3.48 0.000
O -4.34 3.77 3.60 0.000
O 0.03 -0.16 0.53 0.064
N -2.97 -2.59 1.14 0.001
N -2.24 -1.40 -2.50 0.000
N -2.64 1.32 0.79 0.000
N -0.17 0.26 -2.31 0.001
C 0.46 -3.33 1.41 0.054
C -4.56 2.24 1.86 0.000
C 3.61 -2.32 -1.70 0.001
C -3.10 -2.54 -4.85 0.000
C 1.92 0.83 2.43 0.023
C 4.07 -0.90 0.65 0.014
C 0.87 1.08 -2.13 0.000
C -1.86 2.03 1.62 0.000
C 2.17 0.79 3.80 0.001
C -0.39 -0.27 -3.52 0.000
C 2.76 -1.17 0.25 0.037
C 2.24 -2.75 3.09 0.057
C 2.54 -1.90 -0.92 0.010
C 2.83 3.11 3.79 0.000
C -1.98 -1.72 -4.84 0.000
C 2.58 3.17 2.42 0.002
C -0.14 -1.84 3.37 0.066
C -3.32 -2.19 -2.51 0.000
C -2.36 2.87 2.58 0.000
C 4.91 -2.04 -1.30 0.011
C 1.52 0.85 -4.40 0.000
C -3.96 1.44 0.93 0.000
C -2.54 -1.74 0.49 0.001
C 1.74 1.40 -3.15 0.000
C -3.78 -2.79 -3.67 0.000
C 0.45 0.00 -4.58 0.000
C -3.74 2.98 2.70 0.000
C -1.58 -1.16 -3.64 0.000
C 2.62 1.92 4.47 0.000
C 5.14 -1.33 -0.13 0.001
C 2.13 2.04 1.75 0.005
C 0.94 -2.36 2.45 0.399
H 4.27 -0.34 1.56 0.001
H 1.25 -3.64 0.74 0.002
H 2.97 -3.11 2.36 0.002
H -3.69 4.26 4.12 0.000
H 0.27 -0.44 -5.55 0.000
H 0.11 -4.21 1.95 0.027
H 0.22 -1.10 4.08 0.003
H 2.56 2.08 -2.96 0.000
H -0.40 -2.95 0.84 0.004
H 1.53 -2.13 -1.24 0.001
H 2.02 -0.11 4.37 0.000
H -3.80 -2.36 -1.56 0.000
H 2.70 -1.96 3.68 0.005
H -1.45 -1.52 -5.75 0.000
H -0.79 1.91 1.48 0.000
H -4.66 -3.42 -3.64 0.000
H 6.16 -1.10 0.18 0.000
H 3.18 3.99 4.31 0.000
H 0.99 1.48 -1.14 0.000
H -3.44 -2.98 -5.78 0.000
H -1.68 3.43 3.21 0.000
H -0.49 -2.71 3.94 0.032
H -1.00 -1.45 2.83 0.004
H 2.81 1.87 5.54 0.000
H 3.43 -2.88 -2.61 0.000
H -5.64 2.32 1.93 0.000
H 1.94 2.11 0.68 0.000
H 5.74 -2.37 -1.90 0.001
H 2.18 1.09 -5.22 0.000
H 2.73 4.09 1.88 0.000
H 2.02 -3.57 3.78 0.027

=====

6.
9
Properties=species:S:1:pos:R:3:nbo_charge:R:1 method="wB97M-V/def2-TZVPD" charge=+1 fmax_ev_per_a=1.265 e_above_lowest_kcal_mol=76.4
Br 1.49 -2.41 -0.58 -0.110
Cl -0.62 -0.91 -2.77 -0.167
P 0.26 -0.55 -1.02 1.159
O 1.35 0.55 -1.32 -0.996
C -1.05 0.64 1.94 -0.056
H 1.76 0.69 -2.18 0.547
H -0.15 0.31 2.42 0.206
H -1.09 1.64 1.52 0.207
H -1.94 0.03 1.99 0.209

=====

| no. | M (g mol⁻¹) | energy (hartree) |
| --- | --- | --- |
| 1 | 473.519 | -3423.9649 |
| 2 | 631.554 | -1951.0336 |
| 3 | 162.256 | -483.1404 |
| 4 | 552.658 | -1922.2707 |
| 5 | 871.396 | -5601.8263 |
| 6 | 178.373 | -3490.9702 |